Entry 1:
{"formula": "C36H18Cl3F5N4O5SSeY", "method": "the ωB97M-V functional and the def2-TZVPD basis", "symbols": ["Y", "C", "C", "C", "C", "N", "C", "C", "C", "C", "C", "C", "C", "H", "H", "H", "H", "H", "H", "H", "H", "O", "C", "O", "C", "C", "C", "C", "C", "C", "C", "C", "C", "N", "H", "H", "H", "H", "H", "H", "O", "C", "N", "S", "O", "O", "C", "C", "C", "C", "C", "C", "H", "H", "H", "H", "F", "C", "C", "F", "C", "F", "C", "Se", "C", "F", "C", "F", "Cl", "C", "Cl", "Cl", "C", "N"], "xyz": [[0.2313, -0.6053, 0.0397], [4.0011, -2.4365, 2.1582], [3.5392, -3.6524, 2.6407], [2.1818, -3.9059, 2.6472], [1.2958, -2.9367, 2.1779], [1.7591, -1.7953, 1.6409], [3.0715, -1.5500, 1.6529], [-0.1773, -3.1248, 2.1881], [-0.7556, -4.0699, 3.0402], [-2.1240, -4.2858, 3.0161], [-2.9093, -3.5573, 2.1310], [-2.3231, -2.5938, 1.3208], [-0.9495, -2.3187, 1.3337], [5.0537, -2.1962, 2.1232], [4.2351, -4.4027, 2.9952], [1.8046, -4.8558, 2.9960], [3.3865, -0.6127, 1.2121], [-0.1452, -4.6386, 3.7334], [-2.5716, -5.0155, 3.6800], [-3.9793, -3.7318, 2.0892], [-2.9752, -2.0309, 0.6576], [-2.2899, -2.5103, -2.8054], [-1.6786, -1.6594, -2.1847], [-0.4863, -1.7224, -1.7170], [-2.3785, -0.3198, -1.9196], [-3.6414, -0.0850, -2.5035], [-4.2561, 1.1066, -2.2834], [-3.5868, 2.1041, -1.5382], [-4.1305, 3.3917, -1.3234], [-3.4180, 4.3429, -0.6518], [-2.1171, 4.0518, -0.1872], [-1.5787, 2.8104, -0.3673], [-2.3139, 1.7952, -1.0152], [-1.7586, 0.5516, -1.1577], [-4.0740, -0.8828, -3.0891], [-5.2400, 1.3175, -2.6874], [-5.1195, 3.6080, -1.7110], [-3.8395, 5.3269, -0.4898], [-1.5384, 4.8188, 0.3128], [-0.5764, 2.5879, -0.0379], [1.0499, 1.0231, -2.0228], [1.8637, 0.1157, -2.2151], [2.3416, -0.6380, -1.2033], [3.3129, -1.8416, -1.7198], [4.6753, -1.6002, -1.3215], [2.7461, -3.1225, -1.4070], [3.1411, -1.4587, -3.4513], [3.6700, -2.0831, -4.5612], [3.3638, -1.5442, -5.8046], [2.5548, -0.4160, -5.9187], [2.0307, 0.2009, -4.7904], [2.3402, -0.3379, -3.5559], [4.2915, -2.9635, -4.4637], [3.7535, -2.0106, -6.7005], [2.3271, -0.0216, -6.9009], [1.3905, 1.0707, -4.8567], [2.8545, 6.3685, 1.2193], [2.2109, 5.2215, 1.4708], [1.1280, 5.2029, 2.3321], [0.7252, 6.3457, 2.9052], [0.4720, 4.0148, 2.5895], [-0.5718, 4.0580, 3.4271], [0.8589, 2.8046, 2.0124], [-0.0710, 1.2057, 2.3939], [1.9460, 2.8689, 1.1492], [2.3772, 1.7561, 0.5377], [2.6186, 4.0456, 0.8743], [3.6632, 4.0575, 0.0396], [-2.0798, -0.9486, 4.4033], [-3.3816, 0.1753, 4.0200], [-4.9247, -0.4789, 4.6242], [-3.0803, 1.7571, 4.7582], [-3.5183, 0.3505, 2.5697], [-3.7071, 0.5053, 1.4494]], "lowdin_charge": [1.38, -0.05, -0.06, -0.01, -0.22, 0.02, -0.14, -0.23, -0.07, -0.12, -0.12, -0.16, -0.17, 0.11, 0.10, 0.10, 0.10, 0.09, 0.09, 0.10, 0.07, 0.06, -0.59, -0.15, -0.17, 0.01, 0.00, -0.17, -0.04, -0.08, -0.06, -0.03, -0.22, 0.11, 0.11, 0.12, 0.11, 0.10, 0.10, 0.06, 0.00, -0.55, -0.16, 0.62, -0.30, -0.29, -0.20, -0.03, -0.07, -0.07, 0.00, -0.13, 0.12, 0.10, 0.10, 0.12, 0.11, -0.15, -0.15, 0.10, -0.27, 0.06, -0.55, 0.64, -0.26, 0.05, -0.15, 0.12, 0.64, -1.60, 0.59, 0.61, -0.40, 0.24], "total_charge": -1, "orbital_gap_ev": 7.36, "homo_ev": -5.20}



Entry 2:
{"formula": "C36H19BiBrF7IN7", "method": "the ωB97M-V functional and the def2-TZVPD basis", "symbols": ["Bi", "C", "N", "C", "C", "C", "C", "C", "N", "C", "C", "C", "C", "C", "C", "H", "H", "H", "H", "H", "H", "H", "H", "H", "H", "H", "F", "C", "C", "F", "C", "C", "C", "F", "C", "C", "C", "N", "C", "N", "F", "C", "C", "N", "C", "N", "Br", "C", "C", "C", "C", "C", "C", "I", "H", "H", "H", "H", "F", "C", "F", "F", "C", "C", "C", "N", "C", "C", "H", "H", "H", "H"], "xyz": [[0.5256, 0.3388, 1.9318], [2.3979, 0.1329, 4.6416], [2.4533, 0.5464, 3.2434], [3.5233, 0.8308, 2.5878], [3.3947, 1.0623, 1.1913], [4.3070, 1.3401, 0.1938], [3.5963, 1.3251, -1.0232], [2.2845, 1.0294, -0.7249], [2.1401, 0.8816, 0.6257], [1.3667, -0.9692, 4.7505], [0.3642, -0.9190, 5.7107], [-0.6113, -1.9071, 5.7573], [-0.6001, -2.9474, 4.8380], [0.4007, -3.0097, 3.8780], [1.3841, -2.0280, 3.8368], [2.0885, 0.9812, 5.2576], [3.3837, -0.1830, 4.9924], [4.4989, 0.8604, 3.0695], [5.3602, 1.5266, 0.3315], [3.9945, 1.5000, -2.0084], [1.4504, 0.9132, -1.3993], [0.3436, -0.1061, 6.4270], [-1.3824, -1.8634, 6.5146], [-1.3610, -3.7147, 4.8809], [0.4323, -3.8300, 3.1733], [2.1965, -2.1201, 3.1208], [-0.7301, -2.1090, -4.9540], [-0.4030, -3.2386, -4.3433], [-0.3828, -4.3884, -5.0424], [-0.6878, -4.3598, -6.3181], [-0.0361, -5.6640, -4.4349], [0.2917, -5.5952, -3.0194], [0.2674, -4.4384, -2.3357], [0.5765, -4.4334, -1.0404], [-0.0826, -3.1819, -2.9408], [-0.1144, -2.0084, -2.2289], [0.1763, -1.8960, -0.8379], [0.3086, -1.6699, 0.2833], [-0.4485, -0.7189, -2.7573], [-0.6686, 0.3787, -3.0201], [0.6216, -6.6985, -2.3878], [-0.0216, -6.8311, -5.1349], [-0.3403, -6.9237, -6.5289], [-0.5736, -7.0702, -7.6436], [0.3142, -8.0978, -4.5539], [0.5810, -9.1398, -4.1522], [2.1569, 4.7604, 0.9093], [0.3114, 5.1368, 1.0166], [-0.2283, 6.0618, 0.1334], [-1.5906, 6.3240, 0.1462], [-2.4262, 5.6669, 1.0377], [-1.8958, 4.7522, 1.9346], [-0.5324, 4.4948, 1.9165], [0.2228, 3.1714, 3.3515], [0.4249, 6.5752, -0.5590], [-1.9975, 7.0516, -0.5430], [-3.4872, 5.8743, 1.0485], [-2.5353, 4.2562, 2.6520], [-4.4634, 4.2886, -1.5087], [-3.8776, 3.3171, -2.2283], [-4.8227, 2.4561, -2.6049], [-3.3477, 3.8737, -3.3168], [-2.8174, 2.6364, -1.3870], [-1.5210, 3.1144, -1.3867], [-0.5942, 2.5006, -0.5658], [-0.9066, 1.4582, 0.2097], [-2.1647, 0.9979, 0.1990], [-3.1539, 1.5576, -0.5822], [-1.2260, 3.9398, -2.0180], [0.4318, 2.8426, -0.5316], [-2.3820, 0.1479, 0.8385], [-4.1574, 1.1566, -0.5689]], "lowdin_charge": [1.69, -0.16, -0.20, -0.05, -0.34, 0.01, -0.04, -0.16, -0.19, -0.29, -0.03, -0.05, -0.06, -0.07, -0.13, 0.12, 0.14, 0.16, 0.13, 0.12, 0.09, 0.12, 0.12, 0.12, 0.11, 0.12, 0.15, -0.13, -0.12, 0.18, 0.00, -0.12, -0.13, 0.13, 0.00, -0.11, -0.13, 0.10, -0.16, 0.24, 0.17, -0.08, -0.13, 0.26, -0.13, 0.26, 0.80, -0.75, -0.11, -0.04, -0.06, -0.14, -0.71, 1.06, 0.12, 0.13, 0.12, 0.10, 0.16, -0.59, 0.17, 0.17, -0.08, 0.03, -0.15, -0.11, -0.14, 0.04, 0.14, 0.08, 0.11, 0.14], "total_charge": 2, "orbital_gap_ev": 6.15, "homo_ev": -13.98}



Entry 3:
{"formula": "C36H19Cl2N8O3RuS5Se", "method": "the ωB97M-V functional and the def2-TZVPD basis", "symbols": ["Ru", "Se", "N", "C", "C", "C", "C", "C", "N", "C", "C", "N", "C", "C", "C", "C", "C", "N", "H", "H", "H", "H", "H", "H", "Cl", "C", "C", "C", "Cl", "C", "C", "C", "C", "N", "C", "C", "O", "H", "H", "H", "H", "O", "S", "O", "N", "C", "S", "C", "C", "C", "C", "C", "C", "H", "H", "H", "H", "S", "C", "S", "C", "N", "N", "C", "C", "C", "C", "C", "C", "S", "H", "H", "H", "H", "H"], "xyz": [[0.1775, 0.8195, -0.3642], [-0.5810, 4.5251, 6.2652], [-0.3526, 5.0549, 4.5792], [-0.2008, 3.9794, 3.8610], [0.0652, 3.9946, 2.4214], [0.2207, 5.1578, 1.6684], [0.5692, 5.0488, 0.3407], [0.7260, 3.7872, -0.2237], [0.5137, 2.6810, 0.4796], [0.1963, 2.7758, 1.7781], [0.0348, 1.5020, 2.4772], [0.0997, 0.3953, 1.7096], [0.0923, -0.7818, 2.3228], [0.0312, -0.9192, 3.7050], [-0.0889, 0.2095, 4.4843], [-0.1096, 1.4527, 3.8560], [-0.2545, 2.7208, 4.5755], [-0.4445, 2.7953, 5.8616], [0.0724, 6.1197, 2.1410], [0.7042, 5.9226, -0.2795], [1.0036, 3.6445, -1.2600], [0.1425, -1.6466, 1.6845], [0.0694, -1.9071, 4.1424], [-0.1593, 0.1557, 5.5627], [1.1864, 2.5441, -4.9364], [0.9728, 0.8967, -4.4558], [1.1020, -0.1247, -5.4134], [0.9328, -1.4332, -5.0686], [1.0866, -2.6726, -6.2852], [0.6176, -1.7947, -3.7386], [0.4136, -3.1156, -3.2775], [0.0812, -3.3247, -1.9738], [-0.0389, -2.2222, -1.1081], [0.1803, -0.9934, -1.4886], [0.4922, -0.7562, -2.7994], [0.6624, 0.6120, -3.1428], [0.5072, 1.5184, -2.2084], [1.3377, 0.1423, -6.4343], [0.5131, -3.9430, -3.9669], [-0.0961, -4.3201, -1.5912], [-0.3595, -2.3625, -0.0875], [-2.6553, 4.5616, -0.6624], [-2.3103, 3.5196, -1.5909], [-1.3399, 3.8209, -2.6017], [-1.8998, 2.1454, -0.7286], [-2.7291, 1.1562, -0.9974], [-2.4751, -0.3394, -0.3018], [-3.8312, 1.4960, -1.9388], [-4.8352, 0.6808, -2.4291], [-5.7431, 1.2321, -3.3232], [-5.6485, 2.5677, -3.7099], [-4.6393, 3.3851, -3.2162], [-3.7473, 2.8148, -2.3310], [-4.8956, -0.3551, -2.1214], [-6.5297, 0.6141, -3.7364], [-6.3663, 2.9740, -4.4104], [-4.5508, 4.4209, -3.5161], [4.4662, -2.3051, 4.2346], [3.8053, -1.8676, 2.7861], [3.8265, -0.2386, 2.1908], [2.8826, -0.6939, 0.8066], [2.5877, -1.9461, 0.7741], [3.1227, -2.6094, 1.8658], [2.9042, -4.0235, 1.9095], [3.8930, -4.8819, 2.3666], [3.6335, -6.2432, 2.4356], [2.4066, -6.7525, 2.0384], [1.4433, -5.8929, 1.5305], [1.6914, -4.5318, 1.4627], [2.5010, 0.5119, -0.4059], [4.8567, -4.4955, 2.6553], [4.4068, -6.9078, 2.7979], [2.2050, -7.8127, 2.1167], [0.4935, -6.2801, 1.1844], [0.9514, -3.8617, 1.0536]], "mulliken_spin": [1.01, 0.00, 0.00, 0.00, 0.00, 0.00, 0.00, 0.01, -0.02, -0.02, 0.01, -0.04, -0.02, 0.00, 0.00, 0.00, 0.00, 0.00, 0.00, 0.00, 0.00, 0.01, 0.00, 0.00, 0.00, 0.01, 0.00, 0.01, 0.00, -0.01, 0.00, 0.00, -0.01, -0.04, 0.02, -0.01, 0.00, 0.00, 0.00, 0.00, 0.00, 0.00, 0.00, 0.00, 0.02, 0.02, 0.13, -0.02, 0.00, 0.00, 0.00, 0.00, 0.00, 0.00, 0.00, 0.00, 0.00, 0.00, 0.00, 0.00, 0.01, -0.01, 0.00, 0.00, 0.00, 0.00, 0.00, 0.00, 0.00, -0.04, 0.00, 0.00, 0.00, 0.00, 0.00], "s_squared": 0.76, "spin_multiplicity": 2, "orbital_gap_ev": [6.40, 6.36], "homo_ev": [-7.62, -7.58]}



So what do the calculations give for energy relative to the best compared isomer or geometry (same formula, charge and spin)? Going down the list: 70.6; 0.0; 0.0 kJ/mol.